C53H57BrFKN8O4PS | ωB97M-V with the def2-TZVPD basis set

```
127
Properties=species:S:1:pos:R:3:forces:R:3:lowdin_charge:R:1
K 0.380 0.849 -0.167 -1.26 1.59 1.96 0.642
C -3.530 3.217 2.432 0.03 -0.05 -0.04 -0.203
C -2.881 3.436 3.796 0.03 0.07 0.07 -0.122
C -1.807 2.458 4.203 -0.04 -0.04 0.00 -0.299
C -1.915 1.749 5.395 -0.02 -0.01 -0.02 -0.046
C -0.877 0.907 5.770 0.02 0.00 0.00 -0.086
C 0.225 0.796 4.941 -0.01 -0.02 0.05 -0.077
C 0.237 1.529 3.760 -0.06 -0.09 -0.08 -0.112
N -0.753 2.343 3.397 0.05 -0.04 0.02 0.144
N -2.715 3.492 1.257 -0.03 0.03 -0.01 -0.134
C -3.410 2.967 0.092 0.00 -0.07 0.01 -0.142
C -2.744 3.238 -1.235 0.00 0.07 -0.05 -0.292
C -3.450 3.890 -2.239 0.02 -0.01 0.03 -0.038
C -2.828 4.123 -3.457 -0.05 0.05 -0.03 -0.074
C -1.519 3.717 -3.622 0.07 -0.04 0.00 -0.059
C -0.888 3.063 -2.568 0.01 -0.03 0.02 -0.136
N -1.492 2.810 -1.408 -0.02 0.04 0.00 0.104
C -2.400 4.907 1.128 0.01 0.05 0.02 -0.129
C -1.116 5.182 0.374 -0.02 0.01 0.05 -0.284
C -1.093 5.983 -0.760 0.03 0.01 -0.01 -0.051
C 0.114 6.175 -1.415 -0.01 0.01 -0.01 -0.081
C 1.251 5.570 -0.909 0.01 -0.02 -0.02 -0.058
C 1.133 4.818 0.255 -0.01 0.00 0.02 -0.110
N -0.018 4.634 0.889 0.00 0.02 -0.04 0.148
H -4.460 3.819 2.402 -0.01 0.01 -0.02 0.120
H -3.845 2.173 2.367 -0.02 -0.06 0.02 0.108
H -3.687 3.395 4.533 0.02 0.01 0.02 0.108
H -2.461 4.444 3.865 -0.01 -0.02 -0.03 0.107
H -2.797 1.855 6.014 0.01 0.00 0.00 0.102
H -0.934 0.344 6.694 0.00 0.01 0.00 0.101
H 1.059 0.151 5.183 0.01 0.00 -0.02 0.077
H 1.068 1.436 3.065 0.07 0.03 -0.02 0.084
H -4.442 3.367 0.043 0.01 0.00 -0.03 0.119
H -3.493 1.881 0.211 0.01 0.00 0.02 0.122
H -4.466 4.218 -2.059 0.00 -0.01 -0.01 0.106
H -3.358 4.629 -4.255 0.00 0.00 0.00 0.101
H -0.981 3.887 -4.545 0.00 0.00 0.00 0.108
H 0.133 2.698 -2.661 0.00 -0.01 0.01 0.098
H -2.255 5.312 2.130 -0.03 0.00 -0.03 0.111
H -3.237 5.466 0.671 0.01 0.00 -0.02 0.125
H -2.010 6.417 -1.139 0.00 0.00 0.00 0.105
H 0.161 6.775 -2.316 0.00 0.00 0.00 0.102
H 2.211 5.665 -1.399 0.00 0.00 0.00 0.103
H 2.001 4.338 0.694 0.00 -0.02 0.00 0.093
C 5.491 -2.810 -4.528 0.01 0.00 0.00 -0.046
C 4.247 -3.672 -4.354 -0.08 0.02 0.00 -0.322
C 4.644 -5.066 -3.890 0.03 0.01 0.03 -0.157
C 3.425 -5.915 -3.574 -0.02 -0.01 0.00 -0.135
C 2.617 -5.235 -2.505 0.00 0.02 -0.01 -0.150
C 1.883 -5.943 -1.577 0.00 -0.01 0.01 0.035
C 1.142 -5.264 -0.618 0.00 -0.01 -0.02 -0.258
F 0.426 -5.997 0.273 0.00 -0.01 0.00 0.038
C 1.119 -3.901 -0.551 0.00 0.01 0.05 0.074
C 1.855 -3.169 -1.485 0.06 0.05 0.08 -0.027
C 1.800 -1.683 -1.398 0.13 -0.07 -0.23 -0.302
O 1.321 -1.160 -0.410 0.68 -1.62 -0.38 -0.153
C 2.309 -1.010 -2.590 -0.04 -0.11 0.00 -0.004
C 3.037 -1.735 -3.470 -0.03 -0.02 -0.02 0.011
N 3.308 -3.068 -3.390 0.03 0.00 0.02 0.014
C 2.609 -3.829 -2.455 0.02 0.00 -0.09 -0.085
C 2.044 0.450 -2.980 -0.06 0.06 -0.04 -0.655
O 2.281 0.740 -4.170 0.04 0.02 -0.01 -0.036
O 1.548 1.197 -2.102 0.64 -0.02 -1.21 -0.192
H 6.209 -3.339 -5.157 0.00 0.00 0.00 0.080
H 5.951 -2.619 -3.557 0.01 -0.01 0.00 0.098
H 5.280 -1.852 -4.998 0.00 0.00 0.00 0.073
H 3.733 -3.763 -5.320 0.00 -0.01 0.00 0.151
H 5.265 -4.974 -2.994 0.01 -0.01 -0.01 0.133
H 5.256 -5.524 -4.669 0.00 0.00 0.00 0.117
H 3.716 -6.914 -3.245 0.00 0.00 0.00 0.115
H 2.821 -6.039 -4.480 0.00 0.00 0.00 0.124
H 1.876 -7.026 -1.591 -0.01 0.00 0.00 0.123
H 0.564 -3.355 0.202 -0.01 0.00 -0.01 0.097
H 3.424 -1.212 -4.333 0.01 0.01 0.01 0.126
Br 2.271 -1.568 2.992 -0.02 -0.04 -0.04 0.736
C 3.614 -0.290 3.462 0.02 0.05 0.03 -0.609
C 4.294 -0.506 4.627 0.02 0.03 0.00 -0.172
C 5.305 0.403 5.013 -0.02 -0.03 0.01 -0.117
C 5.592 1.478 4.224 -0.03 -0.02 -0.02 -0.068
C 4.887 1.705 3.013 0.05 0.06 0.00 -0.191
C 5.185 2.823 2.197 -0.02 -0.04 0.03 -0.085
C 4.504 2.997 1.022 0.04 -0.06 0.02 -0.125
C 3.497 2.082 0.633 0.04 0.01 0.02 -0.187
C 3.095 0.987 1.385 -0.16 0.14 -0.03 -0.104
C 3.855 0.812 2.587 -0.10 -0.04 0.06 -0.271
H 4.065 -1.367 5.240 0.01 0.00 0.00 0.079
H 5.848 0.235 5.936 0.00 0.00 0.00 0.088
H 6.370 2.178 4.513 0.00 0.01 -0.01 0.098
H 5.951 3.522 2.516 0.01 -0.01 0.00 0.091
H 4.741 3.852 0.392 0.00 -0.01 -0.03 0.086
H 3.015 2.259 -0.330 0.00 0.08 0.01 0.055
C -3.699 -4.158 2.253 0.00 0.00 0.00 -0.207
N -4.160 -3.049 1.418 0.02 0.01 0.02 -0.154
C -4.673 -2.000 2.296 -0.01 0.01 0.00 -0.209
N -3.731 -1.546 3.314 0.02 -0.03 -0.01 -0.146
C -3.287 -2.709 4.080 0.00 0.01 0.01 -0.203
N -2.720 -3.784 3.269 0.00 0.02 -0.03 -0.154
C -1.455 -3.367 2.647 -0.01 0.01 0.02 -0.331
P -1.591 -1.894 1.509 0.05 0.04 0.05 1.052
C -3.071 -2.535 0.576 0.02 -0.01 -0.01 -0.342
C -2.580 -0.866 2.705 0.01 0.02 0.02 -0.329
H -3.266 -4.928 1.611 0.00 0.00 0.00 0.123
H -4.571 -4.578 2.764 0.00 0.00 0.00 0.118
H -5.558 -2.390 2.807 0.00 -0.01 0.00 0.119
H -4.972 -1.144 1.685 0.00 0.00 0.00 0.121
H -4.154 -3.112 4.613 0.00 0.00 0.00 0.119
H -2.545 -2.386 4.813 0.00 0.00 0.00 0.123
H -1.044 -4.212 2.088 0.00 0.00 0.00 0.074
H -0.731 -3.126 3.431 0.00 0.00 0.01 0.074
H -2.737 -3.325 -0.103 -0.01 0.00 0.00 0.085
H -3.453 -1.726 -0.050 0.01 0.00 0.00 0.065
H -2.925 0.031 2.186 -0.05 0.04 -0.03 0.069
H -1.911 -0.525 3.497 0.04 0.05 0.04 0.066
O -1.416 -0.886 -1.571 -0.17 0.22 -0.30 -0.572
S -2.152 -0.094 -2.615 -0.06 -0.13 0.14 0.931
C -3.372 -1.264 -3.331 0.04 -0.08 -0.01 -0.303
C -2.965 -1.585 -4.768 0.02 0.01 -0.01 -0.237
C -1.445 -1.444 -4.809 0.01 0.00 0.04 -0.227
C -1.171 -0.109 -4.138 0.04 -0.01 0.01 -0.296
H -4.375 -0.854 -3.223 0.00 0.00 -0.03 0.081
H -3.269 -2.132 -2.676 -0.03 0.00 0.00 0.083
H -3.412 -0.859 -5.454 -0.01 -0.01 -0.01 0.108
H -3.312 -2.575 -5.067 0.01 -0.01 0.02 0.108
H -1.039 -1.479 -5.820 -0.02 0.01 -0.01 0.114
H -0.974 -2.243 -4.229 0.01 0.00 -0.01 0.117
H -1.537 0.729 -4.738 -0.01 -0.01 -0.01 0.096
H -0.132 0.088 -3.876 -0.01 0.02 0.01 0.073
```
Forces are in eV/Å.

Summary:
Spin multiplicity: 1
Energy above the lowest of the compared OMol25 structures with the same formula, charge and spin in kJ/mol: 151.7
Total energy in a.u.: -6806.261947
Total charge: -1
HOMO energy in eV: -3.13
Max |F| in eV/A: 2.8